Density functional theory data (wB97M-V/def2-TZVPD) for a molecular structure, C28H49BN8OSSbSe4W.

Each line ends with the Mulliken charge.
CARTESIAN COORDINATES (ANGSTROEM)
W 0.0924 -0.5633 0.8960  0.96
C -0.2667 3.6085 -2.8489  -1.70
C -0.2339 3.0774 -1.4563  -0.45
C -0.2351 3.7837 -0.2815  -0.44
C -0.2408 2.8434 0.7566  -0.61
N -0.1966 1.6092 0.2106  0.20
N -0.2158 1.7755 -1.1462  0.95
B -0.6112 0.6229 -2.0937  -0.36
N -1.7978 -0.1435 -1.5175  1.06
N -1.7910 -1.5082 -1.5202  -0.53
C -2.9947 -1.8765 -1.1199  -0.12
C -3.8065 -0.7505 -0.8553  -0.61
C -3.0052 0.3318 -1.1223  -0.03
C -3.3002 1.7875 -0.9942  -1.05
C -3.3591 -3.3324 -0.9614  2.58
C -3.7073 -3.6009 0.5077  -1.16
C -4.5887 -3.6401 -1.8243  -1.94
C -2.1905 -4.2213 -1.3839  -1.67
N 0.5758 -0.3313 -2.2029  0.47
N 1.1123 -0.9175 -1.1027  0.22
C 2.1140 -1.7206 -1.5409  -0.46
C 2.1658 -1.6346 -2.9321  -0.88
C 1.1712 -0.7582 -3.3113  0.10
C 0.7651 -0.3459 -4.6851  -1.62
C 3.0451 -2.6639 -0.7866  2.79
C 2.4336 -4.0730 -0.8132  -1.70
C 3.3662 -2.2588 0.6457  -1.48
C 4.3892 -2.7064 -1.5355  -2.03
C -0.4685 3.3428 2.1862  2.78
C 0.4228 4.5762 2.4139  -1.79
C -0.2011 2.4054 3.3552  -1.61
C -1.9520 3.7530 2.2494  -1.97
H -0.1845 4.6941 -2.8148  0.49
H -1.1944 3.3454 -3.3566  0.26
H 0.5598 3.2154 -3.4409  0.21
H -0.2754 4.8540 -0.1923  0.51
H -0.8277 1.1059 -3.1706  -0.25
H -4.8214 -0.7225 -0.4878  0.48
H -4.3104 1.9193 -0.6120  0.39
H -3.2085 2.2997 -1.9568  0.21
H -2.6214 2.2708 -0.2867  0.06
H -4.5458 -2.9796 0.8289  0.12
H -2.8536 -3.3826 1.1514  -0.08
H -3.9881 -4.6489 0.6465  0.51
H -5.4428 -3.0358 -1.5143  0.34
H -4.8651 -4.6936 -1.7259  0.45
H -4.3829 -3.4326 -2.8767  0.39
H -1.2964 -3.9915 -0.8018  0.07
H -1.9410 -4.0659 -2.4351  0.33
H -2.4555 -5.2721 -1.2373  0.43
H 2.8380 -2.1473 -3.5953  0.48
H 1.4016 -0.8498 -5.4111  0.43
H 0.8583 0.7308 -4.8263  0.21
H -0.2724 -0.6177 -4.8799  0.27
H 1.4684 -4.0842 -0.3124  0.07
H 3.1054 -4.7765 -0.3135  0.45
H 2.2877 -4.4065 -1.8426  0.37
H 2.5191 -2.3819 1.3092  -0.09
H 3.6951 -1.2186 0.6869  0.21
H 4.1740 -2.8934 1.0198  0.55
H 4.2975 -3.1348 -2.5330  0.31
H 5.0847 -3.3345 -0.9753  0.48
H 4.8201 -1.7073 -1.6222  0.43
H 1.4773 4.3146 2.2941  0.24
H 0.2700 4.9399 3.4324  0.48
H 0.1939 5.3966 1.7354  0.28
H 0.8573 2.1682 3.4399  -0.07
H -0.7661 1.4797 3.2952  0.25
H -0.5049 2.9247 4.2674  0.49
H -2.1963 4.4917 1.4845  0.28
H -2.1737 4.1820 3.2294  0.55
H -2.6047 2.8880 2.1110  0.19
Se -5.2850 1.4328 2.0032  -0.45
Sb -6.4639 -0.5534 2.6635  0.25
Se -2.0165 -0.5147 1.6223  -0.23
Se 1.2711 -0.4281 2.8493  -0.35
Se -8.0522 -1.2382 0.9988  -0.64
S 3.1487 1.7983 -0.1587  -0.25
C 3.8904 2.2790 1.2365  -0.04
N 4.2149 1.4819 2.2895  -0.06
C 4.5448 2.2915 3.4555  -0.40
C 5.0401 3.5746 2.7848  -0.63
N 4.2481 3.5548 1.5638  -0.11
H 3.6732 0.6314 2.3863  -0.01
H 5.3036 1.8177 4.0750  0.40
H 3.6551 2.4884 4.0629  0.22
H 6.1129 3.5168 2.5711  0.35
H 4.8413 4.4629 3.3817  0.31
H 4.3747 4.2136 0.8150  0.24
C -0.2493 -3.3855 1.7366  -1.19
O 0.1547 -2.4638 0.7653  1.04
H -1.2551 -3.1377 2.0999  0.23
H 0.4360 -3.3458 2.5955  0.23
H -0.2536 -4.3900 1.3060  0.32

Results
Strongest force on any atom   1.0 eV/Å
Charge   -1
HOMO-LUMO gap (alpha / beta)   5.47 / 5.47 eV